# 1
Molecular formula: C3H5NO3
Method: DFT, ωB97M-V/def2-TZVPD

As for the net charge: 0. For the HOMO-LUMO gap, the calculation gives 10.19 eV. The multiplicity is 1. As for the SMILES: [H]/N=C(\OO)C(C)=O.

Each line ends with the natural charge from an NBO analysis.
Element x y z (Å)
C1 0.738 -0.868 0.239  0.5611
C2 -0.545 0.126 0.346  0.4508
C3 1.871 -0.132 -0.327  -0.7344
N1 -0.417 1.269 0.759  -0.6762
O1 0.750 -2.032 0.502  -0.4799
O2 -2.799 0.352 -0.109  -0.4583
O3 -1.566 -0.467 -0.303  -0.2515
H1 2.208 0.840 0.134  0.2571
H2 1.781 0.056 -1.332  0.2421
H3 2.738 -0.663 -0.261  0.2312
H4 -1.232 1.866 0.531  0.3723
H5 -3.525 -0.346 -0.178  0.4857

# 2
Molecular formula: C20H49AsCoN5O3SSi3
Method: DFT, ωB97M-V/def2-TZVPD

As for the net charge: +1. For the HOMO-LUMO gap (alpha / beta), the calculation gives 8.10 / 5.99 eV. The multiplicity is 4.

Each line ends with the Mulliken charge.
Element x y z (Å)
Co1 -0.380 0.436 -0.573  0.1776
C1 -2.870 0.687 3.517  -0.8739
N1 -2.313 -0.570 3.034  0.2340
C2 -2.462 -1.707 3.936  -0.9580
C3 -1.544 -0.583 1.936  0.7613
O1 -1.305 0.441 1.291  -0.5910
C4 -0.970 -1.932 1.516  -1.4181
O2 -0.165 -1.796 0.370  -0.4576
C5 -0.381 -2.713 -0.674  -1.2061
C6 -1.322 -2.109 -1.709  1.0582
O3 -1.782 -0.984 -1.491  -0.8136
N2 -1.583 -2.821 -2.806  0.1518
C7 -2.427 -2.266 -3.863  -1.0567
C8 -1.036 -4.161 -3.004  -0.9336
H1 -3.914 0.534 3.787  0.3588
H2 -2.804 1.434 2.735  0.1667
H3 -2.323 1.038 4.395  0.3338
H4 -3.477 -1.715 4.328  0.3265
H5 -1.768 -1.629 4.777  0.2777
H6 -2.292 -2.652 3.431  0.3718
H7 -1.790 -2.633 1.346  0.6368
H8 -0.343 -2.306 2.331  0.6348
H9 -0.764 -3.666 -0.300  0.5911
H10 0.592 -2.896 -1.132  0.3748
H11 -2.737 -1.266 -3.581  0.2962
H12 -3.309 -2.890 -4.007  0.3588
H13 -1.865 -2.221 -4.795  0.3743
H14 0.040 -4.187 -2.836  0.3393
H15 -1.219 -4.455 -4.033  0.3638
H16 -1.514 -4.895 -2.353  0.2921
C9 -0.544 4.814 0.884  -1.1254
N3 -1.167 3.771 0.085  -0.0834
C10 -0.828 3.453 -1.164  0.5239
N4 0.059 4.232 -1.789  -0.3174
S1 -1.513 2.099 -1.944  -0.4606
H17 -1.142 4.971 1.776  0.3452
H18 -0.521 5.757 0.336  0.4314
H19 0.472 4.544 1.183  0.3555
H20 -1.750 3.087 0.539  0.1367
H21 0.501 5.022 -1.353  0.1722
H22 0.299 3.997 -2.735  0.2364
C11 3.017 -3.346 4.222  -1.0615
Si1 3.914 -2.534 2.789  0.3463
C12 5.606 -2.023 3.391  -1.0174
C13 4.133 -3.792 1.419  -1.0891
As1 2.567 -0.872 1.827  0.0308
Si2 4.184 1.342 -1.584  -0.0607
C14 4.443 0.459 -3.188  -1.0293
C15 4.537 3.160 -1.720  -1.0080
C16 5.157 0.578 -0.203  -0.4667
Si3 2.615 0.915 3.340  0.3140
C17 1.022 0.828 4.332  -0.5359
C18 2.545 2.479 2.310  -0.5921
C19 4.046 1.038 4.531  -1.1692
H23 3.702 -4.014 4.754  0.3550
H24 2.160 -3.938 3.889  0.3051
H25 2.656 -2.602 4.939  0.2721
H26 6.140 -2.913 3.737  0.3688
H27 5.543 -1.319 4.225  0.2990
H28 6.201 -1.554 2.601  0.2774
H29 4.925 -4.505 1.664  0.3598
H30 4.401 -3.303 0.478  0.2921
H31 3.210 -4.355 1.248  0.2801
H32 3.752 0.823 -3.952  0.3100
H33 4.297 -0.618 -3.080  0.3081
H34 5.463 0.626 -3.548  0.3521
H35 3.660 3.717 -2.056  0.2967
H36 5.341 3.336 -2.441  0.3542
H37 4.855 3.571 -0.759  0.3109
H38 5.003 -0.503 -0.156  -0.0063
H39 4.855 1.005 0.758  0.0418
H40 6.225 0.769 -0.340  0.5048
H41 0.155 0.876 3.664  -0.2295
H42 0.965 1.665 5.034  0.4965
H43 0.961 -0.102 4.907  0.2600
H44 1.775 2.391 1.536  -0.2845
H45 3.499 2.673 1.809  0.2575
H46 2.315 3.343 2.942  0.4856
H47 4.094 0.170 5.195  0.2829
H48 3.926 1.931 5.152  0.3839
H49 5.004 1.113 4.009  0.3394
N5 2.477 1.178 -1.188  -0.3498
C20 1.376 0.936 -0.857  1.0290

# 3
Molecular formula: C4H6N2O
Method: DFT, ωB97M-V/def2-TZVPD

As for the net charge: 0. For the HOMO-LUMO gap (alpha / beta), the calculation gives 7.57 / 9.07 eV. The multiplicity is 1.

Each line ends with the natural charge from an NBO analysis.
Element x y z (Å)
C1 -0.766 0.875 1.862  0.1341
C2 0.882 -0.919 -0.912  -0.2954
C3 0.444 0.654 -0.700  -0.0534
C4 -1.440 0.686 0.668  0.0590
N1 -0.245 1.070 2.874  -0.2707
N2 0.682 -1.633 0.227  -0.4609
O1 -0.906 0.743 -0.538  -0.4274
H1 0.358 -1.243 -1.829  0.1788
H2 1.954 -0.792 -1.101  0.2053
H3 1.013 1.012 0.162  0.1998
H4 0.715 1.172 -1.618  0.2042
H5 -2.509 0.545 0.688  0.2123
H6 -0.183 -2.170 0.215  0.3143

# 4
Molecular formula: C5H7FOS
Method: DFT, ωB97M-V/def2-TZVPD

As for the net charge: 0. For the HOMO-LUMO gap, the calculation gives 9.77 eV. The multiplicity is 1.

Each line ends with the natural charge from an NBO analysis.
Element x y z (Å)
C1 0.512 1.336 0.177  0.2094
C2 0.967 -0.086 0.719  -0.4452
C3 -0.637 -0.243 0.990  -0.4146
C4 -0.828 0.706 -0.192  0.0388
C5 0.051 -1.247 -1.170  -0.2630
H1 0.871 1.497 -1.118  0.1446
H2 1.585 -0.073 1.650  0.2498
H3 -0.998 -1.162 1.001  0.1986
H4 -0.825 0.263 1.998  0.2277
H5 -1.759 1.428 -0.440  0.2091
H6 -0.763 -1.925 -0.715  0.1768
H7 0.057 -1.590 -2.198  0.2288
O1 -0.499 0.012 -1.354  -0.5155
F1 0.701 2.433 0.964  -0.3366
S1 1.566 -1.351 -0.312  0.2915

# 5
Molecular formula: C3H5N2O3
Method: DFT, ωB97M-V/def2-TZVPD

As for the net charge: +1. For the HOMO-LUMO gap (alpha / beta), the calculation gives 10.25 / 10.25 eV. The multiplicity is 1.

Each line ends with the natural charge from an NBO analysis.
Element x y z (Å)
C1 -0.678 -0.120 0.079  0.5463
C2 1.481 -0.445 -0.169  -0.2506
C3 1.171 1.043 0.116  -0.1048
N1 0.199 -1.041 -0.104  -0.5561
N2 -2.732 -0.115 -0.005  0.6799
O1 -3.013 -1.193 0.271  -0.1653
O2 -3.034 0.972 -0.225  -0.1374
O3 -0.281 1.035 0.317  -0.4139
H1 1.824 -0.575 -1.142  0.2298
H2 2.067 -0.808 0.539  0.2288
H3 1.632 1.477 1.183  0.2348
H4 1.453 1.814 -0.559  0.2388
H5 -0.087 -2.044 -0.302  0.4698

# 6
Molecular formula: C48H106O30
Method: DFT, ωB97M-V/def2-TZVPD

As for the net charge: 0. For the HOMO-LUMO gap, the calculation gives 9.84 eV. The multiplicity is 1.

Each line ends with the Mulliken charge.
Element x y z (Å)
C1 -1.910 0.544 0.903  -0.2134
O1 -0.771 0.990 0.206  -0.3434
C2 0.342 0.321 0.377  0.0236
O2 0.450 -0.703 1.010  -0.2650
O3 1.357 0.959 -0.185  0.5782
C3 2.611 0.280 0.112  1.6472
H1 -1.656 -0.024 1.766  0.2772
H2 -2.520 -0.105 0.294  -0.1180
H3 -2.536 1.421 1.191  0.0538
H4 2.580 -0.767 -0.119  -0.8277
H5 2.875 0.417 1.139  -0.2359
H6 3.384 0.860 -0.448  -0.5041
C4 -1.342 -3.517 1.136  -0.5942
O4 -2.425 -2.838 0.438  0.0692
C5 -2.314 -2.723 -0.915  0.5051
O5 -1.428 -3.151 -1.582  -0.6643
O6 -3.398 -2.105 -1.374  0.3739
C6 -3.501 -2.072 -2.797  -0.0010
H7 -0.908 -4.348 0.561  0.3760
H8 -1.857 -3.890 2.019  0.2817
H9 -0.512 -2.822 1.378  -0.0050
H10 -3.720 -3.079 -3.185  0.3741
H11 -2.520 -1.805 -3.165  -0.2963
H12 -4.272 -1.367 -3.106  -0.1974
C7 -2.316 -0.825 -6.562  -0.9238
O7 -1.691 -0.663 -5.287  -0.2131
C8 -1.512 0.581 -4.787  0.1472
O8 -1.760 1.606 -5.360  -0.5948
O9 -1.030 0.543 -3.534  0.5890
C9 -0.532 1.853 -3.151  -0.7542
H13 -2.980 -1.704 -6.507  0.2757
H14 -1.587 -0.898 -7.417  0.2559
H15 -2.905 0.053 -6.878  0.3727
H16 0.090 2.281 -3.920  0.5260
H17 -0.003 1.751 -2.195  -0.2502
H18 -1.416 2.507 -3.060  0.3818
C10 -4.944 2.139 3.201  -0.4287
O10 -5.994 1.227 2.949  -0.2671
C11 -6.143 0.314 3.912  0.7936
O11 -5.357 0.105 4.776  -0.5415
O12 -7.279 -0.370 3.740  -0.3882
C12 -7.961 -0.099 2.530  -0.3493
H19 -4.993 2.957 2.447  0.2449
H20 -3.979 1.637 3.074  -0.0487
H21 -5.117 2.497 4.207  0.4450
H22 -8.858 -0.727 2.595  0.2216
H23 -7.402 -0.375 1.636  -0.0781
H24 -8.227 0.950 2.452  0.3936
C13 6.819 3.454 -4.082  -0.2992
O13 6.975 2.116 -3.718  -0.3830
C14 5.797 1.330 -3.883  -0.3359
C15 5.848 0.142 -2.968  -0.0957
O14 5.388 0.577 -1.703  0.1548
C16 5.726 -0.415 -0.747  0.2550
H25 6.007 3.934 -3.505  -0.1337
H26 6.643 3.660 -5.135  0.3356
H27 7.755 3.963 -3.749  0.2602
H28 5.662 1.003 -4.909  0.4657
H29 4.950 1.945 -3.622  -0.2594
H30 6.908 -0.117 -2.860  0.3899
H31 5.188 -0.633 -3.392  -0.0586
H32 5.373 -1.425 -1.088  -0.0828
H33 5.230 -0.242 0.194  -0.7326
H34 6.828 -0.388 -0.600  0.4587
C17 -7.042 -0.233 -4.174  -0.5964
O15 -7.190 -0.868 -2.930  -0.2711
C18 -7.223 -0.045 -1.789  -0.7722
C19 -5.859 0.368 -1.285  1.1132
O16 -5.325 1.284 -2.112  -0.5019
C20 -4.047 1.794 -1.687  -0.1992
H35 -5.979 -0.014 -4.367  0.0957
H36 -7.503 0.738 -4.171  0.3333
H37 -7.418 -0.895 -4.918  0.2551
H38 -7.661 -0.706 -1.001  -0.0011
H39 -7.885 0.852 -2.013  0.4057
H40 -5.189 -0.486 -1.076  -0.5123
H41 -6.032 0.797 -0.267  0.1862
H42 -3.792 2.726 -2.160  0.3681
H43 -3.230 1.151 -1.896  -0.1245
H44 -4.117 1.997 -0.607  0.1869
C21 -5.502 -2.280 1.610  -1.3163
O17 -6.655 -2.635 0.793  0.1066
C22 -7.324 -3.833 1.227  -0.6494
C23 -8.285 -4.174 0.117  -0.5731
O18 -7.626 -4.941 -0.858  -0.4374
C24 -7.029 -4.253 -1.956  -0.2590
H45 -5.800 -2.061 2.611  0.6193
H46 -5.133 -1.365 1.207  0.0306
H47 -4.695 -2.953 1.406  0.5135
H48 -7.683 -3.840 2.290  0.3985
H49 -6.739 -4.719 1.281  0.3839
H50 -8.601 -3.257 -0.337  0.3012
H51 -9.108 -4.848 0.451  0.3175
H52 -6.467 -5.017 -2.495  0.3171
H53 -6.403 -3.432 -1.733  -0.1201
H54 -7.766 -3.848 -2.669  0.3014
C25 5.201 3.148 1.708  -0.7892
O19 4.390 2.481 2.621  -0.0499
C26 5.148 1.486 3.312  -0.4896
C27 4.236 0.761 4.267  -0.8153
O20 3.342 -0.006 3.498  0.0651
C28 2.546 -0.807 4.449  -0.9229
H55 5.841 2.439 1.173  0.3437
H56 5.921 3.756 2.179  0.3909
H57 4.664 3.791 1.031  -0.1189
H58 6.025 1.820 3.900  0.3994
H59 5.470 0.701 2.627  0.1265
H60 3.640 1.525 4.866  0.3166
H61 4.792 0.135 4.982  0.5139
H62 3.106 -1.705 4.724  0.3246
H63 1.638 -1.141 3.928  0.0685
H64 2.290 -0.213 5.334  0.4106
C29 2.781 -3.385 0.734  -1.0255
O21 3.663 -3.153 -0.333  0.0911
C30 4.247 -4.371 -0.710  -0.8972
C31 5.331 -4.125 -1.741  -0.2060
O22 6.451 -3.610 -1.074  -0.3463
C32 7.445 -3.362 -1.994  -0.6459
H65 1.950 -3.990 0.500  0.4293
H66 2.367 -2.412 1.039  0.1251
H67 3.320 -3.761 1.621  0.4108
H68 3.524 -5.016 -1.184  0.4315
H69 4.586 -4.888 0.204  0.4090
H70 4.952 -3.357 -2.431  -0.0444
H71 5.439 -5.062 -2.298  0.5321
H72 8.323 -3.045 -1.399  0.2343
H73 7.190 -2.548 -2.656  0.1675
H74 7.737 -4.251 -2.580  0.3584
C33 0.687 -2.783 7.619  -0.7137
O23 0.291 -3.287 6.331  -0.3145
C34 -1.044 -3.514 6.250  -0.8459
C35 -1.604 -2.401 5.363  0.1217
O24 -1.585 -1.161 6.058  -0.4759
C36 -1.531 -0.114 5.071  -0.5913
H75 0.463 -3.534 8.426  0.3385
H76 0.159 -1.885 7.962  0.2665
H77 1.761 -2.633 7.672  0.2634
H78 -1.609 -3.399 7.186  0.3433
H79 -1.240 -4.515 5.914  0.4349
H80 -2.618 -2.699 5.019  0.2459
H81 -0.926 -2.445 4.548  0.0208
H82 -2.428 -0.089 4.551  0.4038
H83 -0.738 -0.252 4.351  0.1154
H84 -1.428 0.852 5.530  0.4081
C37 3.460 8.174 0.222  -0.7728
O25 3.366 7.126 -0.756  -0.3342
C38 4.468 6.296 -0.810  -0.5403
C39 4.207 5.153 -1.690  -0.6671
O26 3.201 4.355 -1.148  0.1593
C40 2.913 3.354 -2.068  0.5920
H85 2.502 8.652 0.267  0.2422
H86 4.199 8.934 -0.095  0.3199
H87 3.829 7.768 1.166  0.3090
H88 4.744 5.935 0.203  0.3271
H89 5.286 6.931 -1.204  0.4414
H90 5.156 4.593 -1.720  0.0728
H91 3.966 5.493 -2.682  0.6393
H92 1.999 2.831 -1.743  -1.0966
H93 3.723 2.644 -2.137  -0.2422
H94 2.809 3.758 -3.084  0.5691
O27 2.699 0.471 -4.612  -0.7153
C41 2.377 -0.509 -3.962  0.1901
O28 1.862 -0.389 -2.702  0.8967
C42 1.300 -1.666 -2.307  1.5126
C43 1.220 -2.427 -3.564  -0.1149
C44 2.454 -1.947 -4.304  -0.0267
H95 0.280 -1.582 -1.839  -1.1142
H96 2.036 -2.149 -1.685  -0.7157
H97 0.333 -2.109 -4.130  -0.2552
H98 1.190 -3.512 -3.448  0.5679
H99 2.374 -2.076 -5.388  0.4257
H100 3.316 -2.316 -3.819  -0.5592
O29 -0.645 2.353 3.515  -0.5208
C45 0.046 3.102 2.870  0.0553
O30 -0.523 3.788 1.835  -0.3811
C46 0.499 4.415 1.057  0.1025
C47 1.714 4.515 1.986  0.5011
C48 1.478 3.324 2.960  0.6885
H101 0.104 5.388 0.781  0.4416
H102 0.652 3.802 0.139  -0.2695
H103 1.803 5.431 2.597  0.3275
H104 2.638 4.429 1.391  -0.7276
H105 1.912 3.558 3.946  0.6002
H106 1.984 2.406 2.574  -0.6898